{"formula": "C25H23F3N5ORhS", "method": "ωB97M-V/def2-TZVPD", "species": ["C", "H", "C", "H", "C", "C", "Rh", "H", "N", "C", "H", "C", "F", "H", "H", "N", "C", "N", "N", "H", "C", "C", "C", "H", "N", "O", "F", "C", "C", "H", "C", "H", "C", "H", "H", "H", "C", "H", "C", "H", "C", "C", "C", "C", "H", "C", "C", "F", "H", "C", "H", "H", "H", "C", "C", "H", "H", "H", "S"], "coordinates": [[-6.11, -2.18, 1.08], [-4.23, -2.01, -2.28], [-1.82, -2.88, 3.74], [-4.23, -1.67, 1.98], [3.11, -1.21, -0.25], [1.00, 0.83, 2.41], [0.34, -0.58, 0.08], [-2.38, -2.92, 5.83], [4.44, -1.20, -0.37], [-4.76, -2.06, -1.34], [-5.29, 1.03, 0.60], [-8.24, -2.78, -0.11], [-8.74, -2.94, 1.13], [1.39, -2.51, 1.52], [-1.13, -0.87, 6.38], [-2.62, 1.87, 0.14], [1.02, 1.28, 3.75], [-2.40, 2.64, -1.82], [-2.33, 1.42, 1.40], [-6.63, -2.59, -2.24], [0.28, -0.27, 2.03], [-5.11, 2.09, 0.40], [2.35, -2.50, -0.40], [1.59, 2.16, 4.00], [-3.74, 2.74, -1.55], [2.49, -0.16, -0.01], [-8.97, -1.81, -0.70], [-1.14, -2.22, 2.76], [0.31, 0.62, 4.71], [-5.93, 2.48, -0.20], [-4.07, -1.78, -0.15], [-2.36, -3.79, 3.50], [-1.52, -1.10, -0.06], [-2.48, 0.42, 1.48], [-6.64, -2.24, 2.03], [-1.15, -2.60, 1.75], [-4.77, -1.85, 1.06], [-5.08, 2.62, 1.35], [-3.85, 2.25, -0.36], [1.55, 1.40, 1.67], [-6.78, -2.44, -0.10], [-1.83, -2.39, 5.06], [-2.69, -1.42, -0.16], [-0.42, -0.55, 4.37], [4.94, -0.33, -0.28], [-0.43, -1.02, 3.02], [-1.68, 2.09, -0.83], [-8.50, -3.91, -0.79], [0.31, 0.96, 5.74], [-6.10, -2.38, -1.31], [4.95, -2.05, -0.55], [2.99, -3.35, -0.17], [2.09, -2.58, -1.46], [-1.14, -1.26, 5.36], [1.09, -2.42, 0.47], [-2.76, 1.99, 2.11], [-2.04, 2.89, -2.72], [0.41, -3.25, 0.24], [-0.03, 1.73, -0.88]], "homo_energy_ev": -7.300, "lumo_energy_ev": 0.413, "energy_ha": -2123.798966}

---

{"formula": "C41H36Cl4N2O6SeSiW", "method": "ωB97M-V/def2-TZVPD", "species": ["C", "C", "H", "C", "O", "H", "C", "C", "C", "H", "C", "H", "C", "C", "H", "C", "C", "C", "H", "C", "C", "C", "O", "Cl", "C", "H", "H", "H", "Se", "H", "H", "C", "H", "C", "H", "H", "C", "Cl", "C", "H", "C", "H", "H", "C", "C", "C", "C", "H", "Cl", "H", "C", "H", "Cl", "O", "H", "H", "W", "N", "C", "Si", "O", "C", "C", "C", "C", "H", "H", "N", "C", "C", "H", "H", "C", "H", "C", "H", "H", "C", "C", "H", "O", "H", "H", "H", "C", "C", "H", "C", "O", "H", "C", "H"], "coordinates": [[-18.31, 17.80, -9.08], [-17.42, 16.17, -10.65], [-13.98, 18.14, -6.68], [-13.35, 9.25, -10.72], [-15.20, 15.33, -10.19], [-15.07, 10.48, -10.46], [-10.98, 17.47, -12.81], [-17.08, 17.79, -8.40], [-16.05, 15.07, -6.48], [-8.74, 13.30, -9.96], [-10.49, 18.49, -8.48], [-12.63, 14.69, -13.72], [-11.33, 17.57, -11.48], [-11.44, 9.80, -9.65], [-13.05, 19.39, -10.81], [-13.25, 19.51, -9.73], [-9.32, 12.72, -7.93], [-12.48, 15.54, -11.72], [-11.43, 11.60, -8.53], [-13.00, 18.48, -6.88], [-12.14, 16.60, -10.89], [-14.01, 10.33, -10.19], [-13.26, 15.44, -6.95], [-17.64, 15.18, -12.03], [-13.30, 16.34, -3.44], [-9.86, 17.84, -9.05], [-15.13, 16.66, -2.21], [-11.45, 10.65, -12.95], [-14.37, 12.67, -8.88], [-11.25, 12.66, -11.54], [-10.98, 18.43, -10.95], [-13.77, 15.64, -5.70], [-10.78, 14.46, -10.41], [-12.17, 12.45, -12.07], [-12.31, 13.50, -6.55], [-10.31, 19.51, -8.79], [-11.76, 14.13, -8.53], [-19.64, 18.79, -8.61], [-18.46, 17.05, -10.23], [-11.05, 16.44, -14.65], [-14.69, 16.32, -3.16], [-10.40, 9.58, -9.44], [-12.96, 20.52, -9.43], [-16.06, 16.99, -8.84], [-13.47, 11.13, -13.60], [-12.50, 17.40, -1.36], [-15.58, 15.91, -4.16], [-15.54, 11.77, -13.87], [-19.94, 17.14, -11.13], [-12.30, 18.09, -6.15], [-14.58, 11.97, -13.40], [-17.93, 16.11, -6.03], [-16.92, 18.60, -6.88], [-15.65, 14.68, -7.57], [-17.82, 14.51, -5.30], [-11.48, 17.73, -1.08], [-13.77, 15.18, -8.78], [-12.06, 9.00, -10.47], [-9.54, 13.30, -9.19], [-12.39, 18.20, -8.65], [-12.29, 16.72, -2.63], [-13.33, 11.22, -9.40], [-12.01, 10.92, -9.09], [-16.26, 16.10, -9.94], [-10.72, 14.00, -9.44], [-13.12, 18.27, -1.48], [-16.65, 15.87, -3.94], [-12.61, 16.58, -9.55], [-13.26, 13.28, -11.90], [-10.33, 12.86, -6.96], [-12.96, 19.58, -6.80], [-13.57, 10.24, -14.24], [-12.27, 11.35, -12.88], [-15.25, 13.80, -12.38], [-15.15, 15.55, -5.46], [-8.42, 12.19, -7.68], [-10.38, 18.28, -13.21], [-11.51, 13.50, -7.29], [-12.89, 16.02, -4.72], [-14.31, 19.40, -9.59], [-14.88, 16.91, -8.22], [-12.92, 16.70, -0.64], [-13.82, 8.60, -11.41], [-11.85, 16.06, -4.98], [-12.17, 15.46, -13.08], [-11.39, 16.43, -13.64], [-10.17, 12.46, -5.96], [-14.45, 13.07, -12.53], [-13.12, 14.45, -11.12], [-18.13, 14.67, -7.04], [-17.55, 15.08, -6.21], [-10.18, 18.46, -7.44]], "homo_energy_ev": [-7.761, -7.761], "lumo_energy_ev": [-1.236, -1.236], "energy_ha": -6743.757596}

---

{"formula": "C6H10N2O2", "method": "ωB97M-V/def2-TZVPD", "species": ["C", "H", "H", "C", "H", "H", "H", "H", "H", "H", "N", "C", "C", "C", "C", "N", "O", "O", "H", "H"], "coordinates": [[1.25, -2.40, -0.38], [-2.10, -1.29, -0.18], [3.65, 0.18, 0.40], [1.52, -1.20, 0.09], [2.26, 2.86, 0.96], [3.87, 2.18, 1.61], [-0.49, 0.74, -0.52], [-1.40, -1.05, 1.24], [0.18, 1.52, 0.86], [1.26, -2.64, -1.53], [-2.28, -1.21, 0.75], [2.92, 1.99, 1.04], [2.74, 0.83, 0.49], [-4.54, 1.17, -2.03], [1.49, 0.29, 0.07], [0.35, 0.98, -0.04], [-5.14, 2.00, -1.53], [-3.86, 0.34, -2.44], [-3.05, -1.92, 1.05], [1.38, -3.38, 0.09]], "homo_energy_ev": [-7.781, -7.780], "lumo_energy_ev": [0.346, 0.346], "smiles": "C=C=C(N)C=C.O=C=O.N", "energy_ha": -494.492344}

---

{"formula": "C16H7Cl2F9FeN2OS", "method": "ωB97M-V/def2-TZVPD", "species": ["F", "C", "Cl", "F", "H", "Fe", "Cl", "C", "C", "C", "H", "F", "H", "H", "C", "C", "C", "H", "C", "F", "N", "C", "F", "F", "H", "F", "C", "H", "C", "S", "C", "N", "C", "F", "O", "C", "F", "C", "C"], "coordinates": [[-0.13, 4.17, 0.50], [-0.32, 2.94, -2.23], [1.59, -1.35, 4.65], [0.14, 2.21, 1.39], [5.00, -1.58, 0.25], [0.16, -0.91, -0.49], [2.38, -1.57, -0.71], [-0.32, 2.85, 0.31], [4.35, -1.53, 1.11], [2.06, -1.42, 1.99], [-2.04, 0.39, -0.75], [-0.35, 4.28, -2.20], [-4.51, 0.46, -0.72], [4.38, -1.39, 4.48], [1.89, 2.67, -0.98], [0.36, 2.31, -0.99], [-2.61, -2.80, -1.17], [5.93, -1.49, 2.55], [2.62, -1.40, 3.28], [-1.65, 2.63, 0.26], [-7.28, -1.70, -0.93], [-2.62, -0.53, -0.86], [-1.59, 2.51, -2.33], [2.51, 2.08, -2.01], [-4.50, -3.79, -1.33], [2.12, 3.99, -1.06], [-4.70, -1.67, -1.01], [-2.02, -3.70, -1.29], [4.86, -1.48, 2.39], [0.34, -1.31, 1.76], [3.99, -1.42, 3.48], [-1.92, -1.67, -1.00], [-4.00, -0.48, -0.84], [0.31, 2.57, -3.36], [0.22, 0.98, -1.05], [-6.13, -1.68, -0.97], [2.47, 2.22, 0.14], [2.98, -1.50, 0.93], [-3.99, -2.86, -1.19]], "homo_energy_ev": [-8.160, -8.284], "lumo_energy_ev": [-1.265, -1.362], "spin_multiplicity": 5, "energy_ha": -4279.819084}

---

{"formula": "H16O8", "method": "ωB97M-V/def2-TZVPD", "species": ["O", "H", "H", "O", "H", "H", "H", "H", "H", "H", "H", "H", "O", "H", "H", "H", "H", "H", "H", "O", "O", "O", "O", "O"], "coordinates": [[2.76, -2.31, -0.46], [3.69, 0.73, -0.83], [-1.33, -3.83, 0.55], [-1.26, -2.88, 0.37], [3.09, 1.49, 0.45], [1.95, -1.79, -0.35], [2.92, 2.51, 1.56], [-2.07, 4.11, 0.38], [-2.36, 0.33, 2.44], [0.13, -0.04, 0.32], [-2.19, 4.30, -1.12], [-0.36, -2.77, 0.04], [-1.82, -0.43, 2.19], [5.16, 0.50, -1.15], [3.30, -2.08, 0.31], [-2.31, -1.18, 2.53], [-4.36, -0.02, -2.02], [-0.12, 1.29, -0.37], [-4.25, -1.54, -2.14], [4.28, 0.48, -1.55], [3.12, 1.58, 1.41], [-2.37, 3.67, -0.42], [-0.56, 0.47, -0.12], [-4.27, -0.83, -1.49]], "homo_energy_ev": -10.580, "lumo_energy_ev": 0.060, "smiles": "O.O.O.O.O.O.O.O", "energy_ha": -611.454051}

---

{"formula": "C35H70F2GaO12", "method": "ωB97M-V/def2-TZVPD", "species": ["H", "H", "H", "H", "O", "C", "F", "H", "C", "H", "C", "H", "H", "H", "H", "O", "C", "H", "H", "H", "H", "H", "H", "H", "H", "H", "C", "C", "H", "H", "H", "C", "C", "H", "H", "O", "H", "C", "H", "C", "Ga", "H", "H", "H", "C", "C", "C", "O", "H", "H", "C", "O", "H", "H", "H", "H", "C", "H", "C", "C", "H", "C", "C", "H", "O", "H", "C", "C", "H", "H", "C", "H", "H", "H", "C", "H", "H", "O", "C", "O", "H", "O", "H", "H", "H", "C", "H", "H", "C", "H", "F", "H", "H", "H", "H", "H", "H", "H", "O", "C", "C", "C", "H", "H", "C", "O", "H", "C", "H", "H", "H", "C", "C", "H", "H", "C", "C", "H", "H", "O"], "coordinates": [[1.48, 4.41, -1.72], [7.04, 2.40, 5.11], [7.14, 2.10, 9.10], [-5.99, -8.28, -6.24], [5.53, 1.93, 2.47], [12.04, 4.82, 2.28], [-2.18, 1.86, 0.56], [7.58, 0.65, 1.79], [-2.06, 0.74, 3.35], [8.16, 0.66, 3.47], [3.58, 1.58, -0.17], [2.88, 2.07, 0.52], [-6.92, 3.81, -0.83], [-0.85, 2.29, 5.39], [4.74, 0.21, 1.01], [3.07, 2.96, -3.12], [-6.77, -7.76, -5.69], [-0.14, 8.79, -1.23], [-6.74, 2.91, 1.83], [-6.58, -13.04, -6.30], [-5.11, 4.29, 0.64], [-4.65, 2.60, 0.79], [-2.11, -5.59, -0.32], [-6.68, -6.69, -5.85], [-8.26, 3.02, 0.93], [-2.37, 2.73, 6.20], [-7.26, 2.57, 0.92], [-4.42, -5.35, -1.95], [4.50, 2.18, -0.23], [1.54, 3.33, -0.31], [8.60, 1.98, 2.36], [7.25, -0.55, 8.09], [2.70, 7.36, -2.68], [2.81, 8.03, -3.53], [10.50, 6.39, 4.08], [6.19, 0.82, 6.47], [-6.80, -12.33, -8.85], [-6.65, -8.04, -4.22], [-1.31, 4.09, -2.69], [-2.62, 1.77, 4.30], [-2.66, 2.43, -1.13], [-7.32, 1.48, 0.97], [0.93, 9.57, -2.42], [12.14, 5.54, 1.47], [-1.87, 1.97, 5.60], [6.74, 2.97, 4.23], [-5.03, 3.34, 0.08], [-6.43, 1.86, -1.22], [-1.04, 1.01, 3.07], [1.55, 9.17, -0.81], [9.96, 6.01, 3.21], [9.99, 3.69, 2.67], [-4.42, -6.31, -1.43], [-7.74, -8.10, -6.07], [-5.97, -10.07, -4.24], [-5.59, 1.93, -1.71], [10.60, 4.73, 2.72], [0.00, 1.84, -1.11], [7.81, 1.28, 2.64], [2.59, 2.64, -2.06], [12.38, 3.84, 1.95], [6.22, 1.74, 8.66], [-1.11, 3.58, -1.75], [-1.83, 1.03, 6.16], [-3.62, 2.41, 4.06], [5.79, 3.46, 4.44], [6.58, 2.05, 3.05], [-7.83, -11.52, -7.15], [-5.45, -5.02, -2.08], [-7.98, -11.06, -9.23], [-2.90, 0.74, -2.24], [-1.74, -3.85, -0.31], [7.50, 3.72, 4.01], [8.22, -0.27, 8.52], [0.88, 8.84, -1.61], [-2.92, -0.98, -0.92], [9.98, 6.76, 2.43], [-4.14, -3.31, -0.75], [3.89, 0.18, 0.34], [0.56, 6.53, -2.06], [-0.94, 4.34, -0.98], [3.00, 1.47, -1.47], [4.15, -0.44, -0.53], [3.43, 7.63, -1.92], [-1.65, -4.77, -1.82], [1.47, 3.37, -1.40], [-8.31, -13.40, -6.25], [-7.72, -9.88, -4.07], [6.52, 0.68, 7.62], [-6.65, -9.53, -2.69], [-3.64, 1.06, -3.43], [-8.53, -12.69, -8.80], [-7.63, -12.20, -5.13], [5.69, 2.57, 8.19], [6.67, -1.06, 8.86], [-2.65, 0.69, 2.45], [12.66, 5.16, 3.11], [3.02, -0.25, 0.83], [-6.49, -7.15, -3.42], [-7.57, -12.61, -6.14], [0.13, 2.67, -1.81], [1.30, 7.48, -2.11], [-2.04, -0.23, 3.85], [-4.50, -0.12, -1.00], [-3.61, -0.42, -1.55], [-4.21, 3.48, -1.05], [0.24, 2.27, -2.82], [-6.76, -9.48, -3.77], [-1.92, 0.38, -2.57], [2.87, 6.33, -3.00], [5.60, 1.31, 9.45], [-3.64, -4.33, -1.15], [-2.19, -4.66, -0.88], [7.40, -1.23, 7.25], [8.92, 5.81, 3.49], [-6.45, 2.95, -0.32], [-7.79, -11.92, -8.60], [-3.94, -1.11, -2.34], [-3.96, -5.49, -2.93], [-8.06, -10.38, -6.82]], "charge": -1, "homo_energy_ev": -4.258, "lumo_energy_ev": 1.558, "energy_ha": -4403.064373}

---

{"formula": "C8H14Br3F3N5O3P", "method": "ωB97M-V/def2-TZVPD", "species": ["P", "N", "Br", "C", "H", "Br", "H", "O", "H", "H", "H", "N", "C", "F", "H", "O", "C", "H", "Br", "H", "F", "H", "H", "N", "N", "H", "H", "C", "C", "H", "C", "O", "C", "H", "C", "N", "F"], "coordinates": [[-1.93, -1.20, -1.86], [-1.53, 0.43, 2.26], [1.89, -2.02, -3.40], [-1.94, -0.60, -0.14], [2.69, -0.70, 2.58], [0.86, 0.62, 3.91], [-2.16, -0.30, 2.57], [0.84, 4.33, -0.53], [-1.83, 1.44, -0.77], [-2.57, -1.28, 0.45], [-4.10, -1.39, -1.96], [-0.54, -0.66, 0.39], [-2.43, 0.84, -0.07], [1.57, -2.37, -0.51], [0.06, -0.13, -0.25], [-0.74, 2.93, -0.94], [-2.20, 1.39, 1.35], [-3.46, 0.93, -0.40], [4.24, -2.39, -0.51], [-1.17, -0.20, -2.48], [1.52, 0.24, -1.97], [1.78, -1.98, 1.82], [-3.14, 1.68, 1.82], [0.73, -0.22, 2.28], [0.36, 3.21, -0.42], [1.94, 0.51, 0.15], [-1.59, 2.27, 1.29], [2.56, -1.43, -0.64], [1.95, -0.91, 1.81], [3.51, -0.04, 0.63], [-0.43, -0.14, 1.64], [0.99, 2.32, 0.23], [2.45, -0.77, -2.04], [-1.01, -2.26, -1.80], [2.49, -0.37, 0.48], [-3.28, -1.54, -2.54], [3.62, -0.21, -2.42]], "homo_energy_ev": -8.442, "lumo_energy_ev": -0.984, "energy_ha": -9175.501441}

---

{"formula": "C5H12N2", "method": "ωB97M-V/def2-TZVPD", "species": ["H", "H", "C", "H", "H", "H", "H", "C", "C", "H", "N", "C", "N", "H", "H", "H", "C", "H", "H"], "coordinates": [[-0.08, 1.75, 1.25], [-1.75, 1.65, 0.78], [-0.74, 1.44, 0.45], [-2.02, 1.79, -2.02], [-0.88, -0.55, 1.33], [0.76, 2.30, -0.97], [1.06, -1.34, 2.00], [1.24, -1.60, 0.95], [-1.01, 2.17, -1.93], [2.32, -1.72, 0.84], [0.51, -2.84, 0.65], [-0.30, 2.09, -0.82], [0.80, -0.47, 0.17], [0.63, -3.50, 1.40], [0.85, -3.22, -0.23], [-0.55, 2.56, -2.83], [-0.61, -0.08, 0.39], [-1.24, -0.52, -0.39], [1.02, -0.63, -0.81]], "homo_energy_ev": -8.857, "lumo_energy_ev": 1.111, "smiles": "C=CCCNCN", "energy_ha": -307.176962}